ORCA calculation (ωB97M-V/def2-TZVPD) on a molecular structure, C36H59Ge2RbSi.

Properties
orbital gap	6.4	eV
max |F|	0.4	eV Å⁻¹

ORCA input file:
```
! wB97M-V def2-TZVPD RIJCOSX def2/J DEFGRID3
* xyz 2 1
Rb -0.756 -2.441 0.701
C -3.038 -4.296 3.243
C -1.727 -4.643 2.578
C -0.512 -4.407 3.238
C -0.517 -3.940 4.676
C 0.701 -4.674 2.586
C 2.011 -4.380 3.280
C 0.702 -5.238 1.301
C 2.004 -5.664 0.661
C -0.513 -5.473 0.640
C -0.524 -6.006 -0.774
C -1.727 -5.201 1.291
C -3.037 -5.534 0.615
H -3.466 -5.160 3.759
H -3.782 -3.962 2.520
H -2.925 -3.506 3.982
H -0.541 -2.849 4.768
H 0.363 -4.289 5.208
H -1.382 -4.326 5.209
H 2.358 -5.241 3.857
H 1.923 -3.544 3.971
H 2.797 -4.134 2.569
H 2.449 -4.881 0.038
H 1.863 -6.537 0.029
H 2.741 -5.936 1.412
H -0.659 -7.091 -0.794
H 0.402 -5.787 -1.301
H -1.340 -5.579 -1.358
H -3.448 -4.691 0.046
H -3.794 -5.821 1.341
H -2.928 -6.362 -0.080
C -2.995 5.035 -3.633
C -2.461 4.379 -2.367
C -0.982 4.029 -2.479
C -0.376 3.437 -1.204
Ge -1.243 1.825 -0.487
C -1.044 0.389 -1.825
C -2.135 0.388 -2.901
C -1.898 -0.658 -3.990
C -2.052 -2.093 -3.496
H -4.057 5.259 -3.550
H -2.858 4.383 -4.499
H -2.473 5.971 -3.838
H -3.041 3.477 -2.148
H -2.607 5.046 -1.511
H -0.430 4.935 -2.750
H -0.837 3.333 -3.314
H -0.301 4.184 -0.412
H 0.655 3.131 -1.422
H -2.739 1.994 -0.198
H -1.037 -0.604 -1.363
H -0.067 0.501 -2.309
H -2.214 1.379 -3.357
H -3.105 0.202 -2.428
H -0.893 -0.521 -4.404
H -2.593 -0.484 -4.813
H -1.284 -2.355 -2.760
H -1.956 -2.808 -4.313
H -3.032 -2.248 -3.037
Ge 2.803 1.539 -0.640
C 2.648 1.348 -2.503
C 2.530 2.420 -3.398
C 2.497 2.179 -4.758
C 2.592 0.874 -5.236
C 2.714 -0.196 -4.358
C 2.735 0.038 -2.995
C 3.288 3.004 0.417
C 3.328 4.316 -0.076
C 3.722 5.348 0.753
C 4.080 5.079 2.072
C 4.043 3.782 2.571
C 3.641 2.745 1.749
H 2.746 0.209 0.114
H 2.452 3.438 -3.040
H 2.403 3.003 -5.451
H 2.572 0.693 -6.302
H 2.794 -1.205 -4.738
H 2.824 -0.800 -2.312
H 3.049 4.534 -1.100
H 3.754 6.362 0.380
H 4.391 5.890 2.716
H 4.326 3.585 3.596
H 3.601 1.735 2.143
C 0.035 4.221 2.364
Si -0.615 2.502 2.711
C 0.347 1.727 4.119
C -2.434 2.535 3.121
C -0.334 1.375 1.198
H 0.176 4.759 3.305
H -0.661 4.809 1.762
H 0.999 4.201 1.852
H 0.139 2.236 5.062
H 1.427 1.785 3.955
H 0.086 0.674 4.251
H -2.632 3.249 3.923
H -2.784 1.558 3.464
H -3.046 2.829 2.267
H -0.636 0.379 1.545
H 0.759 1.331 1.095
*
```

ORCA calculation (ωB97M-V/def2-TZVPD) on 7 unconnected molecules or ions with the total composition C36H60FIN3O18.

Properties
orbital gap	9.6	eV
max |F|	0.7	eV Å⁻¹

ORCA input file:
```
! wB97M-V def2-TZVPD RIJCOSX def2/J DEFGRID3
* xyz 1 1
C -6.201 -0.380 1.050
C -4.677 -0.263 0.955
C -4.240 0.191 -0.438
C -2.742 0.102 -0.687
N -2.051 1.204 -0.010
C -0.807 1.247 0.394
N -0.358 2.479 0.897
C 0.752 2.371 1.864
C 1.817 1.378 1.398
C 3.087 1.428 2.262
C 4.248 2.108 1.535
C 5.465 2.288 2.436
C 6.601 3.069 1.774
C 1.168 -0.014 1.183
C 2.188 -0.915 0.464
F 1.711 -2.229 0.478
C 2.515 -0.512 -0.982
C 1.944 -1.468 -2.034
C 0.591 -0.577 2.520
I -0.804 -2.224 2.295
C 1.558 -0.923 3.651
C 2.525 -2.088 3.463
N 0.029 0.212 0.249
H -6.536 -0.353 2.089
H -6.695 0.434 0.512
H -6.543 -1.325 0.620
H -4.306 0.427 1.722
H -4.216 -1.237 1.163
H -4.728 -0.430 -1.195
H -4.590 1.211 -0.639
H -2.355 -0.848 -0.305
H -2.531 0.149 -1.762
H -2.568 2.066 0.112
H -0.033 3.022 0.101
H 0.344 2.119 2.845
H 1.189 3.368 1.948
H 2.101 1.722 0.394
H 2.883 1.989 3.184
H 3.411 0.435 2.586
H 4.522 1.510 0.654
H 3.921 3.095 1.181
H 5.844 1.314 2.762
H 5.145 2.802 3.352
H 6.210 3.890 1.166
H 7.210 2.426 1.133
H 7.263 3.509 2.520
H 3.103 -0.930 1.062
H 2.138 0.491 -1.191
H 3.603 -0.481 -1.086
H 2.116 -1.043 -3.026
H 2.412 -2.451 -1.989
H 0.863 -1.594 -1.928
H -0.077 0.190 2.913
H 2.118 -0.021 3.922
H 0.924 -1.139 4.519
H 2.020 -2.985 3.097
H 2.983 -2.328 4.426
H 3.341 -1.850 2.774
H -0.403 -0.651 -0.065
C 6.836 -2.046 2.707
C 8.167 -2.604 3.183
O 8.851 -1.420 3.609
C 7.942 -0.472 3.907
O 8.171 0.565 4.435
O 6.703 -0.868 3.509
H 5.991 -2.706 2.886
H 6.864 -1.753 1.655
H 8.057 -3.271 4.038
H 8.747 -3.093 2.406
C -4.598 2.961 -5.016
C -3.943 1.629 -5.338
O -4.336 0.826 -4.210
C -5.470 1.347 -3.692
O -6.141 0.804 -2.871
O -5.720 2.559 -4.216
H -4.952 3.502 -5.888
H -3.961 3.612 -4.414
H -4.339 1.171 -6.242
H -2.858 1.664 -5.394
C 10.614 5.616 4.421
C 9.920 4.386 3.860
O 9.319 4.902 2.667
C 10.003 6.007 2.277
O 9.850 6.560 1.239
O 10.874 6.380 3.239
H 11.551 5.404 4.927
H 9.964 6.197 5.076
H 10.624 3.600 3.585
H 9.150 3.974 4.507
C -1.599 -2.228 6.827
C -0.891 -3.392 6.153
O -0.948 -4.402 7.157
C -1.986 -4.131 7.990
O -2.398 -4.864 8.821
O -2.483 -2.895 7.724
H -2.174 -1.607 6.145
H -0.914 -1.605 7.406
H -1.424 -3.742 5.267
H 0.147 -3.194 5.895
C -6.464 -1.769 -6.455
C -5.678 -3.067 -6.452
O -4.574 -2.761 -7.315
C -4.398 -1.425 -7.329
O -3.464 -0.858 -7.798
O -5.431 -0.805 -6.720
H -6.948 -1.535 -5.511
H -7.197 -1.721 -7.258
H -5.284 -3.316 -5.465
H -6.227 -3.915 -6.852
C -11.299 -2.563 -9.437
C -10.363 -3.486 -8.673
O -9.449 -2.555 -8.080
C -10.053 -1.343 -7.998
O -9.601 -0.417 -7.408
O -11.216 -1.352 -8.675
H -12.330 -2.901 -9.465
H -10.948 -2.361 -10.450
H -10.874 -4.028 -7.876
H -9.816 -4.183 -9.302
*
```

ORCA calculation (ωB97M-V/def2-TZVPD) on a molecular structure, C36H60I2N2O17S.

Properties
orbital gap	8.4	eV
max |F|	1.7	eV Å⁻¹

ORCA input file:
```
! wB97M-V def2-TZVPD RIJCOSX def2/J DEFGRID3
* xyz 0 1
C 3.075 0.174 1.293
C 2.734 1.439 2.033
I 4.453 2.286 2.917
C 1.514 1.963 2.142
I 1.266 3.788 3.184
C 0.269 1.310 1.524
C 0.104 -0.195 1.807
C 0.243 -0.514 3.315
C -0.930 -1.321 3.890
C -1.013 -2.728 3.303
C -2.267 -0.589 3.845
N -0.933 1.935 2.135
C -1.816 2.515 1.285
O -2.596 3.380 1.502
C -1.508 1.742 -0.025
S -2.422 2.133 -1.531
C -3.385 0.676 -1.880
O -1.576 2.359 -2.675
O -3.360 3.193 -1.285
C 0.034 1.774 0.024
O 0.639 3.040 -0.016
C 0.097 3.998 -0.930
C 0.780 5.347 -0.661
N -0.171 6.278 -0.058
C 0.401 7.267 0.859
C -0.720 7.871 1.706
C -1.592 6.805 2.364
O -0.181 8.801 2.630
C 0.633 0.864 -1.047
C 0.097 -0.381 -1.382
C 0.653 -1.167 -2.389
C 1.764 -0.730 -3.109
C 2.319 0.500 -2.768
C 1.760 1.285 -1.756
H 2.426 -0.025 0.453
H 4.118 0.184 1.002
H 2.984 -0.659 1.994
H 0.826 -0.790 1.264
H -0.884 -0.531 1.506
H 0.308 0.393 3.915
H 1.166 -1.062 3.498
H -0.689 -1.438 4.949
H -0.126 -3.285 3.596
H -1.855 -3.245 3.757
H -1.109 -2.711 2.220
H -2.170 0.448 4.145
H -2.740 -0.672 2.867
H -2.942 -1.052 4.563
H -0.921 2.220 3.101
H -1.811 0.721 0.184
H -2.735 -0.192 -1.945
H -4.170 0.574 -1.140
H -3.767 0.859 -2.878
H 0.297 3.690 -1.954
H -0.972 4.155 -0.800
H 1.643 5.191 -0.022
H 1.092 5.725 -1.640
H -0.731 6.730 -0.765
H 1.137 6.764 1.484
H 0.849 8.078 0.278
H -1.344 8.435 1.014
H -1.073 5.850 2.420
H -2.511 6.624 1.818
H -1.838 7.109 3.379
H 0.453 8.346 3.192
H -0.778 -0.766 -0.876
H 0.207 -2.117 -2.648
H 2.186 -1.317 -3.909
H 3.177 0.871 -3.309
H 2.227 2.236 -1.559
C -8.994 1.873 -5.627
O -7.669 1.628 -5.155
C -6.909 2.723 -5.067
O -7.254 3.840 -5.348
O -5.711 2.361 -4.619
C -4.780 3.441 -4.469
H -9.497 0.911 -5.649
H -9.525 2.542 -4.952
H -8.973 2.293 -6.631
H -5.144 4.165 -3.745
H -4.591 3.923 -5.427
H -3.855 3.010 -4.099
C -0.531 -4.607 -6.715
O 0.335 -4.275 -5.626
C 0.963 -5.319 -5.087
O 0.859 -6.465 -5.435
O 1.729 -4.872 -4.093
C 2.470 -5.892 -3.415
H -0.971 -3.674 -7.054
H 0.034 -5.056 -7.530
H -1.319 -5.281 -6.387
H 3.152 -6.390 -4.100
H 1.798 -6.616 -2.957
H 3.041 -5.391 -2.639
C 4.714 2.826 6.371
O 5.652 2.922 7.447
C 6.196 1.759 7.800
O 5.963 0.689 7.300
O 7.044 1.984 8.803
C 7.705 0.813 9.285
H 4.347 3.831 6.184
H 5.185 2.445 5.464
H 3.877 2.185 6.644
H 8.303 0.357 8.497
H 6.984 0.095 9.671
H 8.357 1.137 10.090
C 0.730 -11.615 0.101
O 1.458 -11.054 -0.992
C 0.729 -10.862 -2.093
O -0.440 -11.117 -2.216
O 1.520 -10.340 -3.028
C 0.866 -10.079 -4.274
H 1.434 -11.716 0.922
H -0.082 -10.955 0.402
H 0.338 -12.596 -0.161
H 0.064 -9.357 -4.143
H 0.481 -11.000 -4.706
H 1.615 -9.658 -4.938
*
```

ORCA calculation (ωB97M-V/def2-TZVPD) on 7 unconnected molecules or ions with the total composition C36H60N10O9.

Properties
orbital gap	8.3	eV
max |F|	0.6	eV Å⁻¹
SMILES string	NCCc1c(CCC(N)=O)cc2c(c1-c1ccccn1)C(=O)NC2=O.CN(C)C=O.CN(C)C=O.CN(C)C=O.CN(C)C=O.CN(C)C=O.CN(C)C=O

ORCA input file:
```
! wB97M-V def2-TZVPD RIJCOSX def2/J DEFGRID3
* xyz 0 1
N 7.399 -1.814 -3.401
C 7.527 -2.046 -1.947
C 7.607 -0.738 -1.170
C 6.537 0.306 -1.418
C 6.884 1.661 -1.563
C 8.298 2.212 -1.506
C 8.767 2.922 -2.791
C 9.466 2.044 -3.808
N 8.983 0.718 -4.018
O 10.420 2.453 -4.415
C 5.902 2.634 -1.717
C 4.581 2.288 -1.731
C 4.235 0.957 -1.604
C 5.173 -0.034 -1.437
C 4.638 -1.425 -1.275
C 4.305 -2.154 -2.407
C 3.784 -3.422 -2.255
C 3.599 -3.888 -0.960
C 3.939 -3.072 0.098
N 4.466 -1.850 -0.026
C 2.749 0.866 -1.681
O 2.029 -0.091 -1.776
N 2.297 2.201 -1.654
C 3.349 3.106 -1.843
O 3.229 4.292 -2.011
H 8.326 -1.618 -3.770
H 7.168 -2.707 -3.826
H 6.725 -2.688 -1.603
H 8.454 -2.589 -1.732
H 8.565 -0.285 -1.417
H 7.662 -0.963 -0.102
H 9.028 1.483 -1.167
H 8.269 2.984 -0.735
H 9.487 3.691 -2.524
H 7.909 3.424 -3.242
H 7.996 0.647 -3.785
H 9.498 0.090 -3.410
H 6.170 3.680 -1.792
H 4.466 -1.723 -3.384
H 3.518 -4.043 -3.098
H 3.194 -4.872 -0.770
H 3.772 -3.424 1.109
H 1.391 2.406 -2.053
C -0.304 -2.343 -1.494
N -1.037 -3.243 -2.372
C -2.267 -2.783 -2.986
C -0.618 -4.490 -2.635
O -1.193 -5.283 -3.361
H -0.939 -2.060 -0.654
H -0.002 -1.450 -2.039
H 0.591 -2.839 -1.121
H -3.103 -3.419 -2.691
H -2.188 -2.819 -4.074
H -2.459 -1.761 -2.668
H 0.326 -4.742 -2.118
C 2.466 3.768 3.252
N 3.839 3.683 2.794
C 4.922 3.907 3.736
C 4.148 3.399 1.518
O 5.283 3.316 1.082
H 2.256 4.764 3.647
H 2.278 3.032 4.036
H 1.791 3.573 2.422
H 5.539 4.746 3.412
H 5.559 3.025 3.798
H 4.504 4.122 4.716
H 3.257 3.245 0.885
C -5.962 -3.022 1.140
N -4.773 -2.248 0.829
C -4.921 -0.966 0.162
C -3.537 -2.671 1.134
O -2.515 -2.050 0.890
H -6.515 -3.259 0.232
H -6.613 -2.454 1.810
H -5.678 -3.950 1.632
H -4.392 -0.971 -0.791
H -4.502 -0.168 0.776
H -5.977 -0.776 -0.012
H -3.524 -3.652 1.635
C -11.279 -1.879 0.136
N -10.240 -2.889 0.138
C -10.119 -3.763 1.296
C -9.392 -3.045 -0.891
O -8.503 -3.877 -0.938
H -11.146 -1.193 0.975
H -12.263 -2.343 0.225
H -11.239 -1.314 -0.793
H -9.128 -3.658 1.742
H -10.243 -4.803 0.992
H -10.881 -3.494 2.025
H -9.574 -2.333 -1.714
C 4.173 8.438 -0.732
N 2.806 8.305 -0.275
C 2.081 7.080 -0.570
C 2.181 9.278 0.415
O 1.037 9.210 0.822
H 4.224 8.362 -1.820
H 4.800 7.654 -0.300
H 4.568 9.407 -0.430
H 1.189 7.302 -1.157
H 1.762 6.602 0.358
H 2.722 6.402 -1.125
H 2.817 10.164 0.584
C -12.351 -3.421 7.167
N -12.188 -3.739 5.762
C -11.941 -5.117 5.367
C -12.256 -2.801 4.804
O -12.126 -3.027 3.613
H -11.454 -3.692 7.726
H -13.201 -3.964 7.585
H -12.527 -2.354 7.283
H -10.991 -5.196 4.839
H -12.728 -5.465 4.698
H -11.916 -5.743 6.254
H -12.445 -1.788 5.195
*
```

Number 4 is which compound?
C36H60N10O9

Which of these has the highest max |F|?
C36H60I2N2O17S